# 1
{"formula": "C15H28B3BrN4O6", "method": "wB97M-V/def2-TZVPD", "max_force_ev_per_a": 1.49, "gap_ev": 9.30, "homo_energy_ha": -0.32957, "energy_ev": -106334.013, "total_charge": 0, "symbols": ["N", "C", "N", "N", "C", "B", "O", "B", "C", "C", "C", "N", "C", "C", "C", "C", "C", "C", "C", "O", "O", "B", "C", "C", "O", "Br", "O", "H", "H", "H", "H", "H", "H", "H", "H", "H", "H", "H", "H", "H", "H", "H", "H", "H", "H", "H", "H", "H", "H", "H", "H", "C", "O", "H", "H", "H", "H"], "coordinates": [[1.789, -0.728, 0.832], [2.402, 0.455, 1.500], [3.580, 0.096, 2.324], [2.897, 1.371, 0.478], [1.376, 1.151, 2.385], [-0.098, 0.805, 1.976], [-0.700, -0.334, 2.506], [-1.915, -0.673, 1.929], [-2.296, -2.138, 1.534], [-1.052, -2.795, 0.855], [-1.304, -3.277, -0.573], [-0.139, -2.980, -1.434], [-0.252, -1.601, -1.902], [0.948, -1.095, -2.645], [2.136, -1.809, -2.772], [3.234, -1.258, -3.438], [3.145, 0.014, -3.986], [1.953, 0.731, -3.872], [0.862, 0.183, -3.211], [-0.317, 0.859, -3.049], [-2.745, 0.414, 1.595], [-2.031, 1.206, 0.700], [-2.632, 1.461, -0.736], [-2.459, 2.835, -1.269], [-1.733, 3.664, -0.900], [-3.612, 3.201, -2.840], [-0.793, 1.636, 1.110], [1.873, -1.553, 1.416], [2.321, -0.935, -0.006], [4.194, -0.457, 1.731], [3.259, -0.560, 3.031], [2.173, 1.485, -0.229], [3.658, 0.903, -0.006], [1.509, 0.808, 3.410], [1.587, 2.214, 2.381], [-2.622, -2.712, 2.395], [-3.110, -2.048, 0.819], [-0.706, -3.586, 1.511], [-0.277, -2.037, 0.788], [-2.146, -2.714, -0.964], [-1.519, -4.339, -0.630], [0.671, -2.993, -0.822], [-1.154, -1.494, -2.496], [-0.350, -0.938, -1.024], [2.194, -2.805, -2.367], [4.139, -1.840, -3.504], [3.985, 0.453, -4.497], [1.905, 1.718, -4.311], [-0.406, 1.544, -3.719], [-3.669, 1.149, -0.762], [-2.100, 0.804, -1.428], [-2.401, 3.372, 3.798], [-3.604, 2.633, 3.618], [-2.665, 4.318, 4.263], [-1.704, 2.841, 4.455], [-1.910, 3.576, 2.842], [-3.372, 1.795, 3.208]], "nbo_charge": [-0.90, 0.45, -0.82, -0.82, -0.82, 1.22, -0.91, 1.21, -0.80, -0.41, -0.22, -0.61, -0.24, -0.10, -0.21, -0.24, -0.20, -0.30, 0.37, -0.71, -0.91, 1.20, -0.93, 0.60, -0.47, -0.12, -0.90, 0.36, 0.37, 0.34, 0.35, 0.36, 0.35, 0.24, 0.26, 0.25, 0.23, 0.21, 0.22, 0.18, 0.20, 0.34, 0.21, 0.17, 0.22, 0.22, 0.22, 0.21, 0.49, 0.27, 0.31, -0.25, -0.73, 0.19, 0.16, 0.17, 0.47]}

# 2
{"formula": "C15H28BF3NO4S", "method": "wB97M-V/def2-TZVPD", "max_force_ev_per_a": 1.81, "gap_ev": 9.58, "homo_energy_ha": -0.48622, "energy_ev": -45346.099, "total_charge": 1, "symbols": ["C", "C", "C", "C", "C", "S", "O", "C", "C", "C", "C", "C", "C", "B", "N", "O", "H", "H", "H", "H", "H", "H", "H", "H", "H", "H", "H", "H", "H", "H", "H", "H", "H", "H", "H", "H", "H", "H", "H", "C", "C", "O", "C", "O", "C", "F", "F", "F", "H", "H", "H", "H", "H"], "coordinates": [[2.969, -5.474, -0.607], [3.533, -4.420, -0.699], [4.080, -3.072, -0.611], [3.446, -2.284, 0.543], [1.922, -2.129, 0.336], [1.714, -0.885, -0.953], [0.645, -1.276, -2.109], [-0.195, -2.431, -1.915], [-1.386, -2.187, -0.962], [-2.488, -1.506, -1.817], [-1.966, -3.513, -0.423], [-3.043, -3.123, 0.641], [-0.919, -4.357, 0.341], [0.879, 0.566, -0.037], [-0.198, 1.287, -0.632], [1.373, 0.850, 1.212], [2.350, -6.329, -0.602], [5.141, -3.161, -0.388], [3.977, -2.526, -1.548], [3.912, -1.296, 0.513], [3.674, -2.738, 1.502], [1.547, -3.119, 0.092], [1.521, -1.795, 1.288], [0.345, -3.354, -1.706], [-0.645, -2.603, -2.888], [-1.118, -1.588, -0.084], [-3.006, -0.705, -1.291], [-3.233, -2.227, -2.147], [-2.077, -1.066, -2.724], [-2.453, -4.098, -1.200], [-3.205, -2.044, 0.624], [-2.708, -3.365, 1.645], [-4.003, -3.586, 0.438], [-0.221, -4.847, -0.338], [-1.428, -5.044, 1.006], [-0.347, -3.652, 0.945], [-0.252, 2.206, -0.192], [-1.088, 0.853, -0.389], [0.721, 0.564, 1.863], [0.215, 7.535, -0.600], [0.760, 6.840, 0.630], [-0.280, 6.595, 1.600], [-1.077, 5.573, 1.362], [-1.013, 4.825, 0.427], [-2.100, 5.432, 2.498], [-2.665, 6.602, 2.798], [-1.506, 4.967, 3.607], [-3.070, 4.581, 2.170], [-0.302, 8.453, -0.319], [1.024, 7.779, -1.287], [-0.505, 6.906, -1.123], [1.486, 7.478, 1.127], [1.263, 5.907, 0.379]], "nbo_charge": [-0.22, -0.02, -0.50, -0.38, -0.60, 0.93, -0.62, -0.09, -0.24, -0.62, -0.22, -0.61, -0.60, 0.92, -1.10, -0.90, 0.25, 0.26, 0.23, 0.22, 0.25, 0.30, 0.26, 0.20, 0.23, 0.19, 0.22, 0.23, 0.22, 0.22, 0.20, 0.21, 0.23, 0.20, 0.23, 0.18, 0.42, 0.42, 0.52, -0.64, -0.08, -0.46, 0.70, -0.58, 0.90, -0.30, -0.31, -0.30, 0.22, 0.23, 0.22, 0.21, 0.19]}

# 3
{"formula": "C15H28F6Mn2N4O13S2", "method": "wB97M-V/def2-TZVPD", "max_force_ev_per_a": 4.53, "gap_ev": [7.03, 6.92], "homo_energy_ha": [-0.34844, -0.34845], "energy_ev": -149205.671, "total_charge": 0, "spin_multiplicity": 11, "symbols": ["Mn", "Mn", "C", "F", "F", "F", "S", "O", "O", "O", "C", "F", "F", "F", "S", "O", "O", "O", "C", "O", "O", "O", "C", "O", "N", "C", "C", "H", "H", "H", "H", "H", "H", "H", "C", "O", "N", "C", "C", "H", "H", "H", "H", "H", "H", "H", "C", "O", "N", "C", "C", "H", "H", "H", "H", "H", "H", "H", "C", "O", "N", "C", "C", "H", "H", "H", "H", "H", "H", "H"], "coordinates": [[-1.916, -32.821, -0.194], [-5.787, -33.686, -1.129], [-3.792, -36.554, 1.630], [-4.387, -35.614, 2.385], [-2.666, -36.901, 2.222], [-4.575, -37.614, 1.507], [-3.405, -35.840, -0.019], [-4.706, -35.295, -0.483], [-2.478, -34.766, 0.321], [-2.925, -36.880, -0.836], [-2.933, -32.968, -4.393], [-4.132, -32.997, -3.748], [-3.125, -33.381, -5.632], [-2.543, -31.684, -4.426], [-1.702, -34.011, -3.503], [-1.790, -33.408, -2.162], [-2.291, -35.309, -3.605], [-0.458, -33.812, -4.170], [-4.379, -31.899, 0.058], [-5.617, -32.173, 0.403], [-3.427, -31.448, 0.789], [-3.986, -32.682, -0.893], [-10.344, -30.323, 0.030], [-10.694, -29.652, -0.913], [-9.137, -30.228, 0.641], [-8.812, -30.984, 1.837], [-8.052, -29.481, 0.065], [-10.991, -31.080, 0.505], [-8.197, -30.370, 2.488], [-8.250, -31.860, 1.491], [-9.679, -31.351, 2.378], [-7.648, -28.736, 0.756], [-7.186, -30.147, -0.105], [-8.273, -29.065, -0.910], [-6.318, -27.379, -2.665], [-6.609, -26.202, -2.730], [-5.094, -27.878, -2.367], [-4.887, -29.279, -2.127], [-3.966, -26.981, -2.227], [-7.109, -28.144, -2.768], [-5.847, -29.766, -2.315], [-4.584, -29.521, -1.108], [-4.186, -29.662, -2.873], [-3.289, -27.361, -1.460], [-3.381, -26.925, -3.153], [-4.294, -25.975, -1.987], [-1.214, -31.863, 2.898], [-0.938, -32.477, 1.860], [-1.348, -32.440, 4.089], [-1.479, -31.664, 5.323], [-1.343, -33.883, 4.221], [-1.164, -30.768, 2.925], [-1.805, -30.655, 5.082], [-0.500, -31.643, 5.807], [-2.186, -32.151, 5.988], [-2.190, -34.206, 4.831], [-1.506, -34.367, 3.262], [-0.407, -34.215, 4.668], [-4.786, -33.255, 5.369], [-4.590, -33.984, 6.313], [-4.834, -31.905, 5.403], [-5.148, -31.168, 4.193], [-4.746, -31.201, 6.648], [-4.782, -33.628, 4.330], [-4.226, -30.931, 3.652], [-5.745, -30.288, 4.401], [-5.682, -31.794, 3.483], [-5.655, -30.651, 6.890], [-4.473, -31.896, 7.441], [-3.901, -30.498, 6.660]], "lowdin_spin": [4.75, 4.77, 0.00, 0.00, 0.00, 0.00, 0.02, 0.06, 0.04, 0.01, 0.00, 0.00, 0.00, 0.00, 0.01, 0.05, 0.00, 0.00, 0.02, 0.06, 0.05, 0.11, 0.00, 0.00, 0.00, 0.00, 0.00, 0.00, 0.00, 0.00, 0.00, 0.00, 0.00, 0.00, 0.00, 0.00, 0.00, 0.00, 0.00, 0.00, 0.00, 0.00, 0.00, 0.00, 0.00, 0.00, 0.00, 0.03, 0.00, 0.00, 0.00, 0.00, 0.00, 0.00, 0.00, 0.00, 0.00, 0.00, 0.00, 0.00, 0.00, 0.00, 0.00, 0.00, 0.00, 0.00, 0.00, 0.00, 0.00, 0.00]}